107
Properties=species:S:1:pos:R:3 method="wB97M-V/def2-TZVPD" homo_lumo_gap_ha=0.2288 total_charge=-1
Cu -0.505 -0.822 -0.729
C 3.453 0.529 -3.680
As 1.901 -0.141 -2.609
C 2.096 1.237 -1.229
C 2.850 -1.502 -1.515
C 2.826 -2.946 -2.019
C 3.030 -3.007 -3.529
C 1.474 -3.592 -1.674
As -0.204 -2.623 -2.065
C -0.415 -2.873 -3.982
C -1.392 -4.045 -1.456
C 3.912 -3.751 -1.279
As 5.898 -3.660 -1.568
C 6.073 -4.528 -3.341
C 6.328 -1.832 -2.197
H 4.352 0.599 -3.070
H 3.201 1.528 -4.036
H 3.652 -0.090 -4.554
H 3.149 1.431 -1.011
H 1.595 0.907 -0.315
H 1.619 2.163 -1.550
H 2.362 -1.472 -0.531
H 3.887 -1.182 -1.381
H 2.196 -2.507 -4.025
H 3.083 -4.044 -3.864
H 3.947 -2.493 -3.806
H 1.428 -3.776 -0.590
H 1.397 -4.573 -2.165
H 0.067 -3.802 -4.300
H -0.016 -2.019 -4.532
H -1.484 -2.923 -4.189
H -1.208 -4.984 -1.986
H -2.423 -3.737 -1.643
H -1.279 -4.205 -0.381
H 3.710 -4.824 -1.401
H 3.797 -3.542 -0.206
H 5.564 -5.491 -3.339
H 7.128 -4.705 -3.554
H 5.665 -3.915 -4.141
H 6.269 -1.118 -1.378
H 5.675 -1.507 -3.002
H 7.356 -1.835 -2.565
F -6.166 3.958 -6.086
C -5.384 3.018 -5.513
C -5.726 2.482 -4.278
F -6.838 2.923 -3.652
C -4.934 1.510 -3.700
F -5.308 1.014 -2.510
C -3.761 1.032 -4.306
Se -2.726 -0.275 -3.511
C -3.440 1.605 -5.547
F -2.327 1.205 -6.188
C -4.233 2.566 -6.148
F -3.907 3.075 -7.357
C 3.819 2.194 6.037
C 2.865 2.054 4.887
C 2.248 3.154 4.308
C 1.340 3.005 3.273
C 0.771 4.231 2.618
C 0.975 1.728 2.816
As -0.374 1.737 1.320
N -0.857 0.014 0.928
C -1.569 -0.808 1.754
C -2.301 -1.884 1.214
C -2.917 -2.821 2.014
C -2.836 -2.732 3.397
C -2.153 -1.661 3.949
C -1.553 -0.711 3.151
C -2.133 2.313 2.082
C -3.121 2.411 1.086
C -2.804 2.273 -0.373
C -4.445 2.649 1.432
C -4.830 2.810 2.753
C -6.268 3.023 3.137
C -3.841 2.777 3.722
C -2.507 2.537 3.411
C -1.533 2.605 4.555
C 1.697 0.633 3.302
C 1.578 -0.756 2.741
C 2.606 0.809 4.341
H 3.945 3.237 6.317
H 4.794 1.786 5.773
H 3.451 1.644 6.903
H 2.485 4.147 4.670
H 1.097 5.132 3.136
H -0.319 4.207 2.596
H 1.114 4.284 1.580
H -2.386 -1.950 0.132
H -3.462 -3.643 1.561
H -3.307 -3.471 4.031
H -2.066 -1.575 5.024
H -1.011 0.102 3.605
H -1.829 2.714 -0.604
H -3.567 2.760 -0.977
H -2.768 1.221 -0.667
H -5.193 2.698 0.652
H -6.915 2.981 2.264
H -6.400 3.994 3.617
H -6.587 2.258 3.845
H -4.118 2.938 4.758
H -2.035 2.358 5.490
H -1.133 3.618 4.650
H -0.690 1.931 4.426
H 1.113 -0.748 1.755
H 0.974 -1.389 3.392
H 2.570 -1.203 2.665
H 3.121 -0.058 4.738